{"formula": "C2H6NO3P2", "method": "wB97M-V/def2-TZVPD", "symbols": ["C", "C", "N", "O", "O", "O", "P", "P", "H", "H", "H", "H", "H", "H"], "coordinates": [[0.450536, 0.293980, -1.208083], [-0.628651, 1.337933, -1.397527], [0.130014, -0.943589, -1.313739], [-0.719449, -3.370555, 1.698742], [-0.306399, 1.148128, 2.055384], [0.400703, -1.167801, 1.493382], [1.088277, 0.339760, 1.596980], [0.442015, -2.744929, 1.021551], [-1.625209, 0.925889, -1.158306], [-0.204038, 2.115179, -0.828797], [-0.699127, 1.949621, -2.302194], [0.916656, -1.613256, -1.134813], [-0.689857, 0.938154, 2.876628], [1.444527, 0.791487, -1.399208]], "forces_ev_per_a": [[0.365, 0.818, -1.998], [-0.159, -0.512, -0.009], [0.781, -1.167, 0.515], [0.139, -0.562, -0.317], [0.243, 1.017, -1.760], [0.479, -2.405, -0.400], [0.031, 0.312, -0.013], [-0.760, 2.444, 1.092], [0.537, 0.612, 0.356], [-0.602, 1.181, 1.989], [0.259, -1.057, -1.007], [-0.511, 1.032, -0.699], [-0.324, -0.613, 1.641], [-0.480, -1.098, 0.610]], "nbo_charge": [0.089, -0.687, -0.761, -1.086, -1.021, -1.109, 0.596, 1.411, 0.221, 0.222, 0.194, 0.320, 0.468, 0.142], "charge": -1, "multiplicity": 1, "de_lowest_kj_mol": 91.5, "homo_ev": [-1.73, -1.73], "e_tot_ev": -28382.1019}